No. 1
83
Properties=species:S:1:pos:R:3:forces:R:3 method="wB97M-V/def2-TZVPD" e_tot_ha=-3365.6186 lumo_ev="-1.34 / -4.93" spin_multiplicity=4 s_squared=3.7613 total_charge=0 gap_ev="7.38 / 3.79" e_above_lowest_kcal_mol=0.0
Pr -0.09481 -1.22916 -0.20393 0.2 1.0 -1.3
O 1.92416 -0.10854 -1.07391 -0.7 -0.1 -0.3
C 1.94205 0.89474 -2.13109 1.2 -1.8 -1.1
C 0.44070 1.24301 -2.42220 1.9 0.6 -1.4
O 0.27382 2.20692 -3.16018 -0.5 -0.4 0.5
O -0.37487 0.44313 -1.90869 -1.2 -0.9 1.1
C 2.69627 2.07325 -1.62359 -1.1 0.9 1.3
C 2.02299 2.85142 -0.64249 0.5 -0.7 -0.7
C 2.71522 3.81357 0.06100 1.0 0.4 -0.7
C 4.07911 4.06342 -0.23923 0.4 -0.7 -0.5
C 4.70528 3.30307 -1.27144 0.2 1.4 2.4
C 4.01204 2.31301 -1.93023 0.7 -0.5 -0.5
C 2.75147 0.28885 -3.36560 -1.1 1.6 -0.3
C 3.48739 -0.87307 -3.38096 0.8 -0.2 -1.2
C 4.38096 -1.13952 -4.46419 -1.0 0.7 0.5
C 4.52766 -0.26620 -5.53517 -0.6 0.3 0.6
C 3.67843 0.85477 -5.58546 0.1 -0.5 1.2
C 2.83234 1.13642 -4.49784 -0.5 0.0 -1.0
H 2.80166 -0.37601 -0.76379 0.2 0.4 -0.2
H 0.96213 2.62210 -0.44899 0.7 0.3 -0.1
H 2.18826 4.40864 0.77622 -0.1 0.3 0.5
H 4.74255 4.75348 0.34720 -1.1 -0.6 -0.6
H 5.79502 3.44260 -1.31903 -0.6 -0.2 -0.6
H 4.52958 1.66139 -2.64673 -0.2 0.5 0.4
H 3.41884 -1.64134 -2.63663 -0.1 -0.1 0.5
H 4.88143 -2.07383 -4.43683 0.7 -0.6 0.0
H 5.25468 -0.39853 -6.33264 -0.2 -0.3 0.2
H 3.76072 1.48278 -6.45695 -0.3 0.3 0.0
H 2.11965 1.98306 -4.56249 0.7 -0.5 0.2
B -2.95080 -3.92241 -0.82340 -0.3 1.0 -0.6
N -2.34934 -3.63073 0.55567 0.5 -0.3 2.6
C -2.99892 -4.11680 1.64138 2.3 1.2 0.2
C -2.17610 -3.96943 2.77564 -0.2 -0.5 -0.8
C -0.96727 -3.45900 2.24684 -1.6 0.2 0.2
N -1.09699 -3.18149 0.94226 -1.2 -1.1 -0.6
N -1.86567 -3.61823 -1.92647 0.0 0.1 -1.1
C -1.97284 -4.31674 -3.05474 1.0 0.2 -0.7
C -1.18995 -3.72749 -4.06747 -0.4 -0.3 0.5
C -0.58917 -2.64728 -3.42803 -0.8 1.1 0.4
N -1.07730 -2.48678 -2.17827 0.0 -1.8 0.9
H -3.37807 -5.08001 -0.74642 0.7 0.5 -0.7
H -3.88812 -3.16903 -1.05732 0.2 -0.1 0.3
H -3.94654 -4.55107 1.49749 -0.9 -0.4 0.1
H -2.47923 -4.22921 3.79950 0.6 0.0 -0.7
H -0.07767 -3.16615 2.75117 0.5 0.0 0.3
H -2.53043 -5.24012 -3.04509 -0.1 0.1 -0.2
H -1.18085 -3.99618 -5.11595 0.3 -0.1 0.3
H 0.08604 -1.85258 -3.76333 -0.3 -0.5 -0.2
O -0.55703 0.61072 1.79260 -0.3 -0.7 -0.2
C -1.92737 0.99482 2.06504 2.7 2.0 2.1
C -2.85607 0.23308 0.98964 -1.9 -0.7 -1.3
O -4.06616 0.43101 1.18125 0.9 -0.1 0.4
O -2.31670 -0.42380 0.10690 0.4 0.2 0.5
C -2.32742 0.59822 3.44032 -1.1 -2.1 0.2
C -3.00546 1.44165 4.31892 0.9 0.0 -0.4
C -3.61830 0.92689 5.43324 -1.2 0.7 2.1
C -3.73834 -0.44678 5.62093 0.4 -1.1 0.0
C -3.07383 -1.33455 4.74947 1.3 2.2 -0.9
C -2.30860 -0.80535 3.68043 -0.7 0.7 0.4
C -2.08514 2.48442 1.80204 -0.2 -0.1 -2.1
C -1.01194 3.22571 1.26893 0.9 0.6 0.2
C -1.20259 4.50415 0.72518 0.0 -0.6 0.2
C -2.49321 4.99087 0.62920 1.0 0.8 0.0
C -3.54310 4.30404 1.18823 -0.3 -0.9 0.2
C -3.38780 3.01222 1.70812 2.3 1.9 -0.6
H 0.05617 0.37348 2.55046 -1.5 0.4 -0.7
H -2.95433 2.49659 4.12139 -0.2 0.3 0.2
H -4.03839 1.61974 6.25602 0.6 -1.1 -1.7
H -4.29836 -0.87764 6.47221 0.4 0.5 -0.5
H -2.96264 -2.36980 4.89451 -0.5 -1.1 0.4
H -1.76691 -1.44413 2.95318 -0.6 0.4 0.8
H 0.01392 2.83944 1.30331 -0.6 0.0 0.1
H -0.42080 5.17064 0.33499 0.0 -0.9 0.2
H -2.56150 5.95614 0.11345 -0.6 -0.4 0.4
H -4.49461 4.76273 1.12726 -1.0 0.1 0.0
H -4.17178 2.38005 1.96305 -1.6 -0.5 0.4
F 1.76780 -0.45915 1.83039 0.9 -0.7 0.3
Sb 3.18880 -1.85978 1.79724 -1.7 -1.2 0.0
F 3.96456 -0.82407 0.39001 0.1 -0.6 0.8
F 1.84208 -2.48889 0.39650 1.2 0.0 0.5
F 4.27772 -3.39231 1.46373 -0.7 1.3 0.2
F 2.03870 -2.87655 2.99096 1.1 0.9 -0.7
F 4.21308 -1.12649 3.19330 -0.4 -0.2 -0.7

***

No. 2
77
Properties=species:S:1:pos:R:3:forces:R:3 method="wB97M-V/def2-TZVPD" e_tot_ha=-6289.1543 lumo_ev=0.36 spin_multiplicity=1 total_charge=0 gap_ev=8.09
Sn 10.92668 12.16365 12.06670 0.2 0.4 0.2
N 12.05739 12.49630 15.77962 -0.6 0.0 -0.1
P 10.36064 12.76785 15.35070 1.7 -0.4 -2.0
C 9.66238 13.30899 16.87822 -0.4 0.4 1.8
C 9.17112 12.43324 17.86313 0.2 -1.3 -1.1
C 8.56559 12.89783 18.98652 -0.5 0.3 1.6
C 8.44991 14.27971 19.19365 -0.1 -0.2 0.9
C 9.01963 15.17656 18.31138 0.2 -0.6 -0.8
C 9.62914 14.69323 17.14381 -0.6 -1.1 0.5
C 9.74024 11.01044 15.16177 1.3 2.0 0.4
C 8.38204 10.87925 15.02136 -2.2 0.7 0.4
C 7.77102 9.62935 15.06942 0.6 0.2 -0.6
C 8.57689 8.52223 15.13190 1.6 -1.0 0.5
C 9.96850 8.65410 15.21213 0.1 1.7 -0.7
C 10.59099 9.92648 15.15941 -1.0 -2.0 0.7
C 13.19750 13.03070 15.15553 -0.4 -0.9 0.6
C 14.52407 12.58845 15.40186 -0.1 0.6 -0.6
C 15.52736 13.27292 14.66526 0.0 -1.9 2.5
C 15.20905 14.26115 13.79087 -0.6 -0.1 -1.0
C 13.87280 14.44772 13.49035 0.3 -0.2 1.0
N 12.90646 13.93235 14.24778 -0.1 0.5 -1.7
H 12.19967 11.75909 16.43719 0.4 -0.2 0.5
H 9.20249 11.32565 17.72530 0.2 1.1 -0.1
H 8.22473 12.17832 19.76783 0.1 0.7 -0.8
H 7.94437 14.63231 20.10468 0.3 -0.1 -0.5
H 8.96024 16.23840 18.45492 0.0 0.3 0.2
H 10.02335 15.36743 16.41802 0.2 0.4 -0.4
H 7.71128 11.78430 14.97585 1.0 -0.9 0.0
H 6.71926 9.46284 14.99847 -0.6 0.4 0.0
H 8.20824 7.50453 15.16473 -0.4 0.1 0.0
H 10.63047 7.82846 15.26737 0.2 -1.0 0.0
H 11.67563 9.94673 15.25361 -0.3 0.4 -0.1
H 14.74324 11.75339 16.09390 -0.1 0.7 -0.5
H 16.55995 12.96375 14.86377 -0.3 0.3 -0.2
H 15.93734 14.73757 13.19119 0.7 0.4 -0.4
H 13.63285 14.97582 12.59240 -0.7 0.6 -0.1
Cl 8.72922 17.44068 7.59304 -0.9 1.0 -0.8
C 9.53506 16.40707 8.65589 1.0 -0.4 0.2
C 10.31150 15.40216 8.09195 -0.7 0.2 -1.0
C 10.98932 14.53647 8.87909 0.2 -0.5 1.3
Cl 11.92001 13.22196 8.24069 -0.2 0.2 -0.1
C 10.94258 14.67931 10.28538 0.7 -0.3 -0.1
O 11.61120 13.82900 11.04240 -0.1 -0.3 0.3
C 10.31653 15.81420 10.81388 0.2 -0.6 0.0
Cl 10.61069 16.07504 12.51122 -0.5 0.2 -0.3
C 9.56765 16.65689 10.00266 0.0 0.2 1.1
H 10.31956 15.27850 7.01818 0.0 0.0 0.0
H 9.05801 17.49588 10.46563 0.0 0.0 -0.3
C 14.07071 9.37875 12.63428 1.7 -0.9 2.2
N 13.11963 8.77160 11.77949 -0.7 -0.1 -0.5
C 13.32393 7.35678 11.54920 -0.1 -0.3 -0.1
C 12.51344 9.58009 10.88991 1.2 1.3 -0.5
C 11.69098 9.07183 9.78668 -1.9 -0.4 -0.8
O 12.68705 10.81002 10.96540 0.0 -0.4 0.0
H 14.18857 8.66462 13.51406 0.1 1.0 -0.9
H 13.83415 10.35480 13.03094 -0.6 0.1 -0.2
H 15.05540 9.48664 12.14895 -0.2 -0.1 0.0
H 13.51236 6.79321 12.47721 0.0 0.5 -0.3
H 14.13008 7.19634 10.84508 0.6 -0.1 0.0
H 12.47113 6.92364 11.07029 -0.7 -0.2 -0.1
H 11.32676 9.87859 9.13756 0.6 0.1 0.3
H 10.74153 8.73306 10.23157 0.2 -0.5 -0.1
H 12.10580 8.31329 9.11955 0.1 -0.2 0.5
Br 5.62836 12.07336 12.86889 0.2 -0.3 0.5
C 6.00480 13.23577 11.45028 -1.7 0.9 -0.1
C 4.93178 14.09094 11.08491 1.0 -0.5 1.8
C 5.08802 14.90770 10.00874 -1.8 1.1 -1.3
C 6.17526 14.79470 9.19550 2.8 -0.1 -0.5
C 7.24520 13.96161 9.56759 0.3 1.0 -0.5
C 7.18417 13.23802 10.75643 -0.7 -0.6 -1.4
C 8.40931 12.56108 11.15332 2.4 -0.1 -0.7
O 8.89017 12.90972 12.25700 -0.6 0.6 1.7
O 9.16704 11.91337 10.36786 -0.7 -0.1 0.0
H 4.15347 14.25817 11.83318 -0.1 -0.4 -0.6
H 4.31314 15.63612 9.68408 0.5 -0.6 0.7
H 6.39992 15.48667 8.37583 -0.6 -0.4 0.1
H 8.21786 14.00025 9.01330 -1.1 -0.2 0.5